A cluster of 2 separate species, C9H14 in total at a distorted geometry, computed with ωB97M-V with the def2-TZVPD basis set.

XYZ file:
```
23
Properties=species:S:1:pos:R:3:mulliken_charge:R:1
H -0.07 -2.49 -1.29 0.2926
H 0.26 -4.74 0.61 0.2845
C -0.54 -4.10 0.18 -0.9739
C 0.85 1.95 0.65 -0.4992
C -0.01 -2.74 -0.23 -0.4665
H -2.43 0.84 -1.05 0.3308
H 1.75 2.46 1.02 0.3509
C -0.28 0.53 -0.94 -0.5538
H -2.50 2.34 0.90 0.3695
H 2.13 -0.94 -0.33 0.0996
H -1.00 -4.66 -0.64 0.2597
H 2.95 0.54 0.24 0.3240
C -1.48 1.02 -0.52 -0.3158
C -1.57 1.90 0.58 -0.4718
H 1.06 -2.59 0.06 0.0871
H -0.42 3.22 1.81 0.2958
H -0.57 -1.93 0.26 0.2301
C 0.91 0.92 -0.25 0.8243
C 2.18 0.17 -0.48 -1.0671
H -1.21 -4.00 1.05 0.2652
H -0.28 -0.16 -1.76 0.4489
C -0.40 2.35 1.14 -0.4116
H 2.60 0.29 -1.48 0.2965
```

SMILES: Cc1ccccc1.CC
energy: -9559.4795 eV
2S+1: 1
ΔE to the lowest compared entry with this formula, charge and spin: 16.2 kcal per mole
gap between HOMO and LUMO: 0.365 Eh
LUMO level: 1.023 eV